Density functional theory data (wB97M-V/def2-TZVPD) for a molecular structure, C3H2FO2Ru at a distorted geometry.

ORCA input file:
```
! wB97M-V def2-TZVPD RIJCOSX def2/J DEFGRID3
* xyz 2 6
C 0.4712 0.3698 -0.2859
H -1.6006 -1.2751 -0.8860
Ru 3.1118 -0.1687 0.4110
H -1.0617 0.6355 1.3760
O 0.4955 -1.0471 -0.6023
O 1.5666 0.7988 0.1330
F -1.1535 1.5350 -0.4975
C -0.8734 0.3032 0.3511
C -0.9559 -1.1512 0.0006
*
```

Output
* energy relative to the best compared isomer or geometry (same formula, charge and spin): 409.01 kJ/mol
* calculated total energy: -12507.414 eV

These are the Löwdin partial charges, in e, on atoms 1 to 8:
1. C -0.229
2. H 0.166
3. Ru 1.668
4. H 0.191
5. O 0.033
6. O -0.090
7. F 0.033
8. C -0.053

***

Density functional theory data (wB97M-V/def2-TZVPD) for 2 unconnected molecules or ions with the total composition C15H18 at a distorted geometry.

ORCA input file:
```
! wB97M-V def2-TZVPD RIJCOSX def2/J DEFGRID3
* xyz 0 1
C -1.0519 -2.1412 2.7877
C 0.9837 1.1622 -2.3017
C -1.5184 -1.0835 0.6461
H -2.1491 1.4207 -3.9748
H -0.8342 -3.0330 3.3855
H -1.5363 -1.1238 -0.4073
H -0.9641 -3.1404 0.8157
H 2.2544 2.9570 -2.9475
C -0.3435 1.8331 -2.7306
H -2.6003 -0.6178 5.3863
H -0.7097 2.5128 -1.9007
C 3.3837 0.1976 -1.4196
H -2.1223 1.0242 3.0923
H 4.3770 1.8987 -2.2875
C 3.4022 1.4709 -2.1099
C 2.2883 -0.6006 -1.2672
H -2.3211 0.7636 0.6800
C 1.0335 -0.0402 -1.6683
C -1.9119 0.0753 2.6678
H 2.1794 -1.5455 -0.7506
H 0.1152 -0.4675 -1.4309
C -1.4622 0.8815 -3.2878
H -1.0476 -1.7278 5.5808
H 4.3452 -0.1850 -1.1180
H -1.0603 0.1588 -3.9811
H -0.7162 -0.3520 5.3407
H -2.0068 0.3753 -2.4892
C -1.5531 -0.8969 5.0157
C -2.0131 0.0192 1.3334
H -0.0610 2.6153 -3.4096
C -1.5382 -0.9735 3.5139
C 2.1943 2.0169 -2.5331
C -1.0838 -2.1765 1.4229
*
```

Output
* energy relative to the best compared isomer or geometry (same formula, charge and spin): 195.96 kJ/mol
* calculated total energy: -15844.949 eV

These are the Löwdin partial charges, in e, on atoms 1 to 8:
1. C -0.052
2. C -0.197
3. C -0.091
4. H 0.073
5. H 0.106
6. H 0.065
7. H 0.127
8. H 0.071

***

Density functional theory data (wB97M-V/def2-TZVPD) for 16 unconnected molecules or ions with the total composition C54H108N16O18 at a distorted geometry.

ORCA input file:
```
! wB97M-V def2-TZVPD RIJCOSX def2/J DEFGRID3
* xyz 0 1
C 3.6191 -4.7026 5.5258
H -8.3235 -0.3984 0.4730
N 2.5267 5.5431 -0.2017
C -3.5722 -2.1322 1.7316
H -2.4833 -2.1064 1.6910
H -1.8844 -0.8574 -4.5960
H -0.4235 3.9575 3.2681
C 1.0968 6.2303 -0.3049
C -3.3485 -4.5498 1.4313
H 8.0835 2.2331 2.8731
H -4.7675 -6.4918 -1.0085
C -2.7775 3.1359 3.8486
C -0.7665 0.7129 -0.1946
C 0.3378 -3.6126 7.0269
O -1.8147 2.5760 -1.2202
H 2.7811 -5.3698 5.3238
C 8.6617 1.3104 2.9235
H 5.0182 6.4234 5.3875
H -9.0943 -1.0630 -0.9250
O 3.4470 -3.3837 -0.0661
H 0.8563 -5.9765 -3.7075
O -0.4221 -2.1231 -3.1140
O -5.7068 2.0850 -4.2687
C -7.3736 -6.4266 -3.0757
N -0.8066 0.1236 -6.1717
O 4.8007 2.2158 -1.0742
H 1.3542 -3.8783 6.6974
C 7.7299 -0.9720 3.3781
H -7.8601 -7.3000 -2.6415
H 3.4334 5.8632 4.8704
H 2.2998 5.0371 1.8576
H 4.3481 -5.1664 6.1902
H 5.7700 -3.0914 -1.1270
H -3.1944 4.3748 -2.2548
C 4.4800 5.9360 4.5746
C -2.8898 6.9575 -4.3045
C -1.6682 1.0208 3.1491
H 9.2734 1.2564 3.8241
H -3.7211 -1.7943 2.7572
H 4.5088 2.5521 4.0884
H -6.1309 -0.0806 -2.8342
C 3.0374 5.4562 1.1731
C -5.2291 3.8244 -2.8184
H -5.0192 -0.1177 -0.4334
H 5.1653 -6.7257 -2.0796
H 1.4337 -6.0203 -2.0818
C -1.8250 -2.7676 6.1423
H 6.0862 -5.3848 3.2115
O 0.0927 -3.2482 8.1711
H 5.9765 -5.7408 4.9931
C -1.6211 8.2102 -2.6748
C -0.6525 3.2235 2.4955
H 0.5415 -2.2533 0.9547
H 9.3530 1.3468 2.0815
H -7.1239 -6.5650 -4.1277
H -0.8659 0.3574 -4.0794
H 4.9025 -6.9813 -0.3940
N -7.1104 -0.3503 -1.1231
C 5.5150 -3.8908 -1.8227
H 4.5218 6.4261 3.6019
C 0.3735 1.5337 0.0599
H 0.5951 6.2199 0.6627
H -0.0429 -4.6054 -0.6060
H -8.0092 5.4447 -1.7104
O -3.6405 2.7893 -4.3499
C -5.9948 5.9547 -1.2541
H -6.3529 0.3834 0.7386
C -5.5510 -3.4399 0.9506
C -6.6172 4.0701 -2.5970
C -6.9711 5.1487 -1.7455
H -0.4550 -3.1317 3.8594
H 3.7759 -5.3277 0.6417
N 4.5683 -4.3564 4.4081
H -1.0603 5.1782 -3.4841
N 3.7696 0.8994 -2.6257
H -0.2288 -4.8473 4.3017
C -0.6762 -4.3924 -1.4672
N -1.6526 7.1581 -3.5148
H 6.5051 -4.2435 -2.1117
N -4.8500 2.8589 -3.9556
C 6.9107 0.4295 1.5298
O -2.9678 0.8672 -0.9230
H -3.8651 6.3192 -1.0806
H -4.9985 -4.3972 -1.7975
C -5.3787 -4.9093 -2.6813
N 4.8412 -4.8695 -1.0063
H 3.3916 1.6156 -4.5483
H 5.0330 -3.6869 -2.7789
O 3.3948 -2.4805 3.8477
O 6.9764 3.2731 4.7683
H -2.6775 0.7538 -6.9547
H 2.0034 -0.1219 -3.2735
H -2.3968 -4.3381 1.9429
C -0.0245 -3.8163 4.5903
O 6.2692 -0.4753 1.1159
H 3.4341 4.0370 3.5316
H 3.1251 6.5057 1.4541
C -0.7931 -0.6724 0.1074
C 6.4147 4.3909 4.5462
H 5.0150 -6.4328 4.0245
H -3.3892 6.0486 -3.9689
C -6.0272 0.2735 -0.2957
H -7.2989 3.3286 -2.9868
H -0.2090 6.2237 -4.6812
H 0.7536 -0.7306 -7.3858
H -0.7853 0.5698 2.6703
O 3.2515 5.3854 -2.4188
C 3.8322 1.9591 -3.6124
O -1.2903 0.2814 -8.3771
C 5.3037 -6.2586 -1.1045
H -2.6335 6.9427 -5.3638
C 4.0725 3.5362 4.2594
H -1.6900 -1.8866 5.5148
H -3.9088 -1.2928 1.1232
H 6.3673 -6.2938 -0.8684
C 5.4456 -5.4337 4.0921
O -8.0529 -0.7563 -3.2128
H 7.4016 -0.6164 4.3548
H -6.1964 6.7999 -0.6126
O -2.6458 0.3763 3.5245
H -3.3218 2.5596 4.5967
H -2.5927 8.7265 -2.7136
C -0.5920 6.1460 -3.6637
O -5.9188 -8.1119 -1.3474
N 5.0965 4.5652 4.3913
C 0.3037 -3.1011 -3.3352
H -5.9564 -4.1738 -3.2411
C -1.5301 0.1239 -4.9115
C 1.4099 -0.3541 1.0761
H -1.6620 -1.2785 -0.1028
H -2.2384 3.9067 4.3994
N -0.4835 -3.4293 5.9936
C -4.2556 4.5553 -2.1675
H -6.2703 -3.3621 1.7659
H 0.4153 5.7848 -1.0295
N 7.7348 0.2830 2.6027
O -3.7866 -5.6310 1.1337
C 4.3091 -3.2863 3.6140
C 3.3671 5.1953 -1.2092
H -2.0396 -2.5571 7.1900
C -7.1063 -0.4236 -2.4559
H -2.2724 0.9168 -4.8203
H -5.6266 -2.4219 0.5685
H 4.4175 4.9895 -0.9513
H 4.8924 2.1792 -3.7373
H 3.2385 -3.7705 5.9434
C -5.6666 -6.9452 -1.4538
H -1.3023 -5.2839 -1.5043
H -7.8346 -2.0527 -0.2072
C 1.1913 -5.3340 -2.8932
H 7.0023 1.4215 1.0610
H 0.4644 2.5770 -0.2040
H 4.0340 5.0320 1.2950
C -1.6361 0.4875 -7.1927
H 3.2267 2.8179 -3.3225
H 3.4506 3.4444 5.1499
O -0.6743 8.3356 -1.8656
H 8.7614 -1.3211 3.3319
C 1.4761 0.9870 0.7394
H 1.3461 7.2418 -0.6255
H 1.0319 -3.6331 4.3940
H -8.0613 -5.6138 -2.8423
H -3.5455 3.6096 3.2370
H 2.1217 -4.9297 -3.2919
H 2.3126 -0.7518 1.5160
H 0.6077 -1.3786 -5.6903
H -1.0273 3.7390 1.6113
H 3.1086 -1.0265 -2.2392
H 6.9053 5.3747 4.4854
H 0.2204 6.3543 -2.9675
C 0.5540 -0.5040 -6.3385
N -4.1621 -3.4179 1.3853
H -6.0536 1.3046 -0.6482
H -1.3552 -3.5635 -1.2675
H -3.5049 7.8483 -4.1772
H -5.8389 -4.1961 0.2203
H 0.3397 2.8279 2.2782
C -4.6448 5.6605 -1.4333
N -1.6707 2.3691 3.1766
C 0.3781 -1.2061 0.7470
N -1.9031 1.3946 -0.9074
N 0.2582 -4.2503 -2.6099
C 4.2621 1.1142 -1.4016
H 1.3617 0.1352 -5.9819
H 4.2738 0.2432 -0.7281
C 3.9869 -4.4931 -0.0447
H 3.5481 -0.8513 -3.8192
N -6.1870 -6.0677 -2.2928
H -2.6081 -3.3122 5.6147
H 6.9570 -1.5826 2.9114
C 3.0545 -0.2809 -3.0324
C -8.1397 -1.0242 -0.4003
H -4.5811 -5.2157 -3.3582
H 1.1585 -3.0926 -4.0291
H 2.3306 1.6132 0.9494
H 5.0743 -3.2456 2.8234
*
```

Output
* calculated total energy: -118434.389 eV

These are the Löwdin partial charges, in e, on atoms 1 to 8:
1. C -0.023
2. H 0.088
3. N -0.138
4. C -0.075
5. H 0.057
6. H 0.074
7. H 0.074
8. C 0.024

***

Please write out number 1 again, unchanged.
Density functional theory data (wB97M-V/def2-TZVPD) for a molecular structure, C3H2FO2Ru at a distorted geometry.

ORCA input file:
```
! wB97M-V def2-TZVPD RIJCOSX def2/J DEFGRID3
* xyz 2 6
C 0.4712 0.3698 -0.2859
H -1.6006 -1.2751 -0.8860
Ru 3.1118 -0.1687 0.4110
H -1.0617 0.6355 1.3760
O 0.4955 -1.0471 -0.6023
O 1.5666 0.7988 0.1330
F -1.1535 1.5350 -0.4975
C -0.8734 0.3032 0.3511
C -0.9559 -1.1512 0.0006
*
```

Output
* energy relative to the best compared isomer or geometry (same formula, charge and spin): 409.01 kJ/mol
* calculated total energy: -12507.414 eV

These are the Löwdin partial charges, in e, on atoms 1 to 8:
1. C -0.229
2. H 0.166
3. Ru 1.668
4. H 0.191
5. O 0.033
6. O -0.090
7. F 0.033
8. C -0.053